{
  "formula": "C4H7NO",
  "method": "the ωB97M-V functional and the def2-TZVPD basis",
  "symbols": ["H", "H", "H", "C", "H", "H", "C", "C", "C", "H", "H", "N", "O"],
  "coordinates": [[-1.13119, -0.22940, 1.37825], [-1.49318, -0.26699, -0.97186], [1.51408, 0.32164, -0.83293], [-0.75075, 0.64734, 0.83820], [0.69292, -0.61111, -2.09529], [-1.47922, 1.45428, 0.97740], [0.67803, -0.35574, -1.03079], [-0.63657, 0.34317, -0.66254], [0.90194, -1.57507, -0.24772], [0.79829, 0.38663, 1.98684], [-0.67615, 1.27525, -1.23792], [1.06370, -2.52011, 0.40037], [0.49356, 1.06358, 1.37250]],
  "forces_ev_per_angstrom": [[0.1, 0.1, -0.1], [0.1, 0.1, 0.0], [-0.1, -0.1, 0.0], [-0.3, -0.1, -0.2], [0.0, 0.0, 0.2], [0.1, -0.1, 0.0], [0.0, 0.0, 0.0], [0.0, 0.1, 0.0], [0.1, -0.8, 0.6], [0.0, 0.1, -0.1], [0.0, -0.1, 0.1], [-0.2, 0.9, -0.6], [0.1, 0.0, 0.2]],
  "nbo_charge": [0.17, 0.22, 0.26, -0.07, 0.25, 0.18, -0.52, -0.41, 0.29, 0.48, 0.21, -0.34, -0.73],
  "de_lowest_kcal_mol": 24.5,
  "gap_ev": 11.6,
  "energy_ev": -7798.5805,
  "multiplicity": 1,
  "smiles": "N#CCCCO",
  "e_homo_ev": -10.8,
  "molar_mass_g_mol": 85.11
}

---

{
  "formula": "C4H7NO",
  "method": "the ωB97M-V functional and the def2-TZVPD basis",
  "symbols": ["C", "H", "C", "N", "H", "H", "C", "H", "H", "H", "H", "C", "O"],
  "coordinates": [[-1.94610, -0.25958, 0.57537], [0.97442, -1.23592, -1.79464], [1.71357, 0.10434, -0.16146], [0.46235, -0.53857, 0.19341], [0.20727, 0.43336, -1.73894], [2.62277, -0.46159, 0.03579], [0.76647, -0.33839, -1.21364], [1.78587, 1.17501, 0.02080], [-0.69340, 1.33751, 0.44170], [-2.04406, -1.34833, 0.39063], [-0.37713, 0.35463, 1.86372], [-0.56541, 0.29930, 0.78542], [-2.90661, 0.47822, 0.60186]],
  "forces_ev_per_angstrom": [[-0.6, 0.4, 0.1], [-0.1, 0.2, 0.2], [0.2, 0.2, 0.1], [-0.1, 0.0, 0.1], [0.1, 0.0, 0.0], [-0.2, 0.1, 0.0], [-0.1, 0.1, -0.3], [0.0, -0.1, 0.0], [0.7, 0.0, -0.2], [0.0, 0.1, 0.0], [-0.1, -0.1, 0.0], [-0.1, 0.0, 0.1], [0.3, -0.7, 0.0]],
  "nbo_charge": [0.43, 0.21, -0.25, -0.40, 0.19, 0.21, -0.26, 0.19, 0.20, 0.12, 0.23, -0.34, -0.52],
  "de_lowest_kcal_mol": 56.4,
  "gap_ev": 10.8,
  "energy_ev": -7797.1978,
  "multiplicity": 1,
  "smiles": "O=CCN1CC1",
  "e_homo_ev": -9.7,
  "molar_mass_g_mol": 85.11
}

---

> Number 1 is which compound?

C4H7NO

---

> What is the multiplicity in the second record?

1